No. 1
Here is C7H15N3O in the gas phase at a distorted geometry from OMol25. Energies are from the ωB97M-V functional and the def2-TZVPD basis.

Summary:
lowest unoccupied orbital energy	0.0303	Ha
energy relative to the best compared isomer or geometry (same formula, charge and spin)	83.45	kcal per mole
E_tot	-14015.5385	eV
M	157.22	u
HOMO-LUMO gap	10.5	eV
HOMO energy	-9.63	eV
SMILES	[H]/N=[N+](\[O-])[C@@H](/C=N/C)C(C)(C)C

The geometry in ORCA input format:
```
! wB97M-V def2-TZVPD RIJCOSX def2/J DEFGRID3
* xyz 0 1
O -1.281 2.057 0.960
N -2.013 1.805 -1.062
N -1.282 1.552 -0.131
N 2.117 1.116 -0.583
C -0.675 -1.116 1.463
C 3.362 1.585 0.065
C 1.121 0.953 0.148
C -2.095 -1.149 -0.539
C -0.703 -0.903 0.057
C 0.327 -1.768 -0.666
C -0.288 0.525 -0.506
H 0.339 -1.671 -1.818
H -1.233 -0.459 2.065
H 3.247 1.394 1.226
H 4.066 1.024 -0.348
H -0.269 0.363 -1.555
H 3.335 2.591 -0.193
H -2.826 2.285 -0.675
H -2.818 -0.876 0.127
H -2.100 -2.283 -0.600
H 0.177 -2.889 -0.403
H 1.089 1.292 1.122
H 1.289 -1.582 -0.251
H 0.352 -1.098 1.941
H -2.166 -0.675 -1.562
H -1.073 -2.071 1.720
*
```

---

No. 2
Here is C7H15N3O2 in the gas phase from OMol25. Energies are from the ωB97M-V functional and the def2-TZVPD basis.

Summary:
lowest unoccupied orbital energy	0.0272	Ha
energy relative to the best compared isomer or geometry (same formula, charge and spin)	18.30	kcal per mole
E_tot	-16066.3087	eV
M	173.22	u
HOMO-LUMO gap	9.3	eV
HOMO energy	-8.59	eV
SMILES	C/C(=N\O)C(=O)NCCN(C)C

The geometry in ORCA input format:
```
! wB97M-V def2-TZVPD RIJCOSX def2/J DEFGRID3
* xyz 0 1
O -0.614 1.113 2.516
O 2.127 -2.570 1.913
N 1.482 -1.425 1.452
N -0.478 0.360 -2.074
N 0.537 0.874 0.578
C 0.186 0.510 1.825
C -0.651 0.739 -3.459
C -1.178 1.237 -1.142
C 0.833 -0.995 3.790
C -0.764 -1.043 -1.860
C -0.174 1.879 -0.171
C 0.903 -0.712 2.330
H -0.570 -1.300 -0.820
H 2.479 -2.987 1.115
H -1.806 -1.308 -2.101
H -1.689 0.627 -3.810
H -0.105 -1.637 -2.492
H 0.638 -2.054 3.955
H -0.700 2.512 0.547
H 1.124 0.241 0.054
H -1.921 0.680 -0.560
H -1.702 2.034 -1.677
H 1.792 -0.759 4.250
H -0.010 0.113 -4.079
H 0.056 -0.383 4.240
H -0.346 1.776 -3.589
H 0.549 2.476 -0.732
*
```

---

No. 3
Here is a gas-phase ion, C7H15N4O (charge +1) at a distorted geometry from OMol25. Energies are from the ωB97M-V functional and the def2-TZVPD basis.

Summary:
lowest unoccupied orbital energy (spin up / spin down)	-0.2116 / -0.2116	Ha
energy relative to the best compared isomer or geometry (same formula, charge and spin)	160.32	kcal per mole
E_tot	-15496.7616	eV
M	171.22	u
HOMO-LUMO gap (spin up / spin down)	6.2 / 6.2	eV
HOMO energy (spin up / spin down)	-11.98 / -11.98	eV
SMILES	C[C@@H]1/[NH+]=N/CNC[C@@H](C)/C=[N+]\1[O-]

The geometry in ORCA input format:
```
! wB97M-V def2-TZVPD RIJCOSX def2/J DEFGRID3
* xyz 1 1
O -2.863 -0.633 -0.462
N -1.716 -0.219 -0.607
N -0.525 0.808 1.431
N 1.585 0.311 1.667
N -0.822 1.614 0.503
C 1.255 -0.971 1.024
C 0.498 1.064 2.378
C -1.118 1.631 -2.000
C 1.189 -2.446 -0.906
C 0.736 -1.011 -0.413
C -0.734 -1.048 -0.425
C -1.607 1.171 -0.641
H 1.188 -0.294 -1.105
H 0.460 -3.256 -0.611
H -1.471 0.785 -2.671
H -0.015 1.769 -1.973
H -0.607 2.578 0.409
H -1.540 2.612 -2.305
H 0.610 -1.443 1.779
H 0.857 2.118 2.218
H 0.344 0.665 3.412
H 1.391 -2.270 -1.972
H -1.064 -2.066 -0.212
H 2.227 -1.516 1.201
H 2.172 -2.718 -0.484
H -2.617 1.694 -0.475
H 2.188 1.072 1.241
*
```

---

No. 4
Here is 2 unconnected molecules or ions with the total composition C7H15N5 at a distorted geometry from OMol25. Energies are from the ωB97M-V functional and the def2-TZVPD basis.

Summary:
lowest unoccupied orbital energy	0.0338	Ha
energy relative to the best compared isomer or geometry (same formula, charge and spin)	47.90	kcal per mole
E_tot	-14949.1477	eV
M	169.23	u
HOMO-LUMO gap	8.7	eV
HOMO energy	-7.76	eV

The geometry in ORCA input format:
```
! wB97M-V def2-TZVPD RIJCOSX def2/J DEFGRID3
* xyz 0 1
N 0.828 -2.227 -1.611
N 2.359 -0.127 0.981
N -1.167 -1.464 -1.789
N 0.050 -3.280 -1.368
N 1.262 0.500 0.678
C -0.963 3.163 1.370
C -2.169 0.931 0.932
C 0.067 -1.157 -1.864
C 0.329 1.061 1.363
C -0.874 1.792 0.831
C -1.153 -2.769 -1.491
C 2.340 -2.302 -1.489
H -1.872 -0.046 0.631
H 0.955 0.385 -0.317
H -2.388 0.981 1.952
H -0.544 1.857 -0.283
H -3.003 1.421 0.403
H 0.520 -0.213 -2.253
H -1.988 -3.425 -1.419
H 2.559 -3.340 -1.752
H 2.356 -0.007 2.041
H 2.699 -1.599 -2.216
H -0.026 3.633 1.617
H 0.372 1.055 2.405
H -1.431 3.877 0.807
H -1.548 3.199 2.266
H 2.433 -1.900 -0.424
*
```